[1]
Density functional theory data (ωB97M-V/def2-TZVPD) for 2 unconnected molecules or ions with the total composition C2H7NOSi at a distorted geometry.

XYZ file:
```
12
Properties=species:S:1:pos:R:3
C 0.036 -0.469 -3.138
C -1.385 -0.446 0.797
N 0.582 0.142 -3.952
O -0.079 -0.105 0.587
Si 1.140 0.345 1.649
H -2.065 0.494 0.822
H -1.939 -1.037 -0.014
H -1.529 -0.781 1.825
H 1.033 0.752 -4.620
H 2.284 -0.528 1.427
H 0.479 -0.147 2.933
H 1.443 1.779 1.683
```

Results
**E**: -13600.722 eV
**Relative energy (zero: lowest compared OMol25 entry of this formula, charge and spin)**: 263.77 kJ/mol
**HOMO**: -9.87 eV
**Net charge**: 0

Mulliken population analysis, charges in e, atoms 1 to 8: number 1, C, carries -0.1368; number 2, C, carries -0.6247; number 3, N, carries -0.1690; number 4, O, carries -0.1906; number 5, Si, carries 0.3885; number 6, H, carries 0.2354; number 7, H, carries 0.2387; number 8, H, carries 0.3127

[2]
Density functional theory data (ωB97M-V/def2-TZVPD) for 2 unconnected molecules or ions with the total composition C2H7NOSi at a distorted geometry.

XYZ file:
```
12
Properties=species:S:1:pos:R:3
C -1.547 1.574 -0.371
N -1.943 0.280 -0.321
C -2.138 -0.575 0.468
O -2.356 -1.591 0.979
H -0.719 1.898 0.499
H -0.923 1.673 -1.307
H -2.393 2.317 -0.258
Si 2.350 -1.093 0.129
H 2.149 0.038 1.033
H 1.222 -2.068 -0.022
H 2.555 -0.729 -1.283
H 3.742 -1.723 0.454
```

Results
**E**: -13600.695 eV
**Relative energy (zero: lowest compared OMol25 entry of this formula, charge and spin)**: 266.43 kJ/mol
**HOMO**: -10.40 eV
**Net charge**: 0

Mulliken population analysis, charges in e, atoms 1 to 8: number 1, C, carries -0.6074; number 2, N, carries -0.2216; number 3, C, carries 0.5097; number 4, O, carries -0.4283; number 5, H, carries 0.2205; number 6, H, carries 0.2349; number 7, H, carries 0.2899; number 8, Si, carries 0.3358